{"formula": "C22H37IrN2PSi", "method": "ωB97M-V with the def2-TZVPD basis set", "species": ["C", "C", "C", "C", "C", "C", "C", "C", "N", "Ir", "C", "P", "H", "H", "H", "H", "H", "H", "H", "H", "C", "C", "H", "C", "C", "H", "H", "H", "H", "H", "H", "H", "H", "H", "H", "H", "H", "H", "H", "C", "Si", "C", "C", "N", "C", "C", "C", "C", "C", "C", "H", "H", "H", "H", "H", "H", "H", "H", "H", "H", "H", "H", "H", "H"], "coordinates": [[-0.53, 2.45, -3.42], [0.18, 1.26, -3.52], [0.64, 0.60, -2.37], [0.36, 1.13, -1.12], [-0.33, 2.35, -1.01], [-0.77, 3.00, -2.16], [1.34, -0.70, -2.56], [2.06, -1.24, -1.33], [3.16, -0.30, -0.85], [0.90, 0.10, 0.62], [-0.64, 2.92, 0.34], [0.27, 1.99, 1.67], [0.37, 0.81, -4.49], [-1.32, 3.94, -2.05], [-0.89, 2.95, -4.31], [-1.71, 2.84, 0.57], [-0.36, 3.98, 0.41], [0.61, -1.47, -2.88], [2.06, -0.63, -3.39], [1.38, -1.48, -0.47], [-0.86, 2.07, 3.09], [1.63, 3.12, 2.11], [2.56, -2.18, -1.57], [4.39, -1.07, -0.43], [2.86, 0.72, 0.17], [0.45, 0.02, 2.24], [4.18, -1.62, 0.49], [4.66, -1.76, -1.24], [5.20, -0.35, -0.28], [3.83, 1.04, 0.58], [2.50, 1.66, -0.26], [2.52, 0.26, 1.20], [1.20, 4.02, 2.57], [2.29, 2.63, 2.83], [2.21, 3.41, 1.22], [-0.77, 3.06, 3.57], [-1.90, 1.91, 2.77], [-0.58, 1.29, 3.80], [3.50, 0.16, -1.73], [0.39, -3.80, -0.13], [-0.76, -2.84, 1.00], [-2.48, -3.53, 0.80], [-0.25, -2.97, 2.79], [-0.76, -1.13, 0.51], [-1.96, -0.55, 0.09], [-2.33, -0.52, -1.28], [-3.35, 0.32, -1.70], [-4.11, 1.03, -0.76], [-3.86, 0.88, 0.60], [-2.81, 0.07, 1.04], [0.12, -4.86, -0.07], [1.45, -3.71, 0.16], [0.28, -3.49, -1.18], [-2.47, -4.62, 0.98], [-3.19, -3.08, 1.50], [-2.86, -3.37, -0.22], [0.64, -2.36, 3.01], [-1.06, -2.66, 3.46], [0.00, -4.02, 3.03], [-1.75, -1.11, -1.99], [-3.55, 0.43, -2.77], [-4.92, 1.68, -1.10], [-4.48, 1.39, 1.34], [-2.61, -0.10, 2.10]], "multiplicity": 6, "charge": 2, "lumo_ev": [-5.4, -9.0], "homo_energy_ev": [-10.494, -14.182], "orbital_gap_ha": [0.1874, 0.1897]}

=====

{"formula": "C22H37N2O12", "method": "ωB97M-V with the def2-TZVPD basis set", "species": ["C", "N", "C", "C", "O", "C", "N", "C", "O", "C", "O", "C", "C", "O", "C", "C", "O", "O", "H", "H", "H", "H", "H", "H", "H", "H", "H", "H", "H", "H", "H", "H", "H", "H", "H", "H", "H", "O", "C", "O", "C", "C", "C", "H", "H", "H", "H", "H", "H", "O", "C", "O", "C", "C", "C", "H", "H", "H", "H", "H", "H", "O", "C", "O", "C", "C", "C", "H", "H", "H", "H", "H", "H"], "coordinates": [[0.67, 0.73, -2.81], [1.65, 0.70, -1.66], [1.10, 1.32, -0.40], [2.27, -0.66, -1.44], [3.56, -0.67, -0.99], [1.58, -2.12, -1.73], [0.83, -2.72, -0.56], [-0.64, -2.35, -0.54], [-1.29, -3.05, -1.69], [-2.65, -2.52, -1.90], [-2.57, -1.20, -2.56], [-3.68, -0.31, -2.10], [-3.39, 0.29, -0.57], [-4.26, 1.49, -0.32], [1.52, -2.49, 0.76], [1.19, -3.71, 1.86], [-0.01, -3.93, 2.40], [2.29, -4.61, 2.33], [0.11, 1.78, -2.84], [1.33, 0.71, -3.81], [-0.15, -0.11, -2.79], [0.84, 0.47, 0.36], [1.99, 1.96, 0.08], [0.19, 2.02, -0.63], [2.46, -2.86, -2.03], [0.90, -2.06, -2.71], [-1.22, -2.73, 0.42], [-0.84, -1.18, -0.58], [-3.16, -2.48, -0.83], [-3.34, -3.20, -2.56], [-3.82, 0.63, -2.81], [-4.65, -1.01, -2.12], [-2.28, 0.66, -0.43], [-3.67, -0.47, 0.28], [-4.17, 1.74, 0.66], [2.69, -2.44, 0.71], [1.04, -1.51, 1.26], [-0.61, 4.34, -1.98], [0.42, 4.71, -2.52], [1.56, 5.06, -1.86], [2.52, 5.54, -2.80], [2.10, 4.96, -4.12], [0.60, 4.89, -4.00], [2.49, 6.64, -2.79], [3.52, 5.21, -2.50], [2.44, 5.56, -4.98], [2.51, 3.95, -4.23], [0.12, 5.83, -4.30], [0.19, 4.05, -4.55], [-0.71, -10.66, 3.94], [-0.55, -9.47, 3.72], [-0.16, -8.96, 2.52], [0.04, -7.55, 2.66], [-0.77, -7.15, 3.86], [-0.69, -8.38, 4.74], [1.11, -7.36, 2.79], [-0.30, -7.04, 1.75], [-0.40, -6.25, 4.35], [-1.81, -6.97, 3.57], [0.19, -8.37, 5.38], [-1.60, -8.51, 5.33], [1.18, 3.46, 2.36], [0.96, 4.66, 2.38], [1.93, 5.62, 2.43], [1.32, 6.90, 2.55], [-0.09, 6.73, 2.04], [-0.40, 5.30, 2.42], [1.34, 7.20, 3.61], [1.88, 7.64, 1.97], [-0.79, 7.45, 2.46], [-0.10, 6.83, 0.95], [-0.80, 5.22, 3.43], [-1.07, 4.83, 1.69]], "charge": -1, "lumo_ev": 1.8, "homo_energy_ev": -4.200, "orbital_gap_ha": 0.2204}

=====

{"formula": "C22H37O3OsSi", "method": "ωB97M-V with the def2-TZVPD basis set", "species": ["O", "C", "C", "H", "H", "C", "H", "H", "C", "H", "H", "H", "C", "H", "H", "H", "Os", "C", "C", "C", "H", "C", "C", "H", "H", "H", "H", "C", "C", "C", "H", "C", "C", "H", "H", "H", "H", "O", "C", "C", "H", "H", "C", "H", "H", "C", "H", "H", "H", "H", "C", "Si", "C", "C", "O", "H", "H", "H", "H", "H", "H", "H", "H", "H"], "coordinates": [[-2.52, -1.74, -3.32], [-2.51, -2.87, -2.39], [-1.56, -3.75, -3.21], [-3.49, -3.34, -2.28], [-2.12, -2.60, -1.40], [-1.42, -2.43, -4.01], [-2.06, -4.56, -3.73], [-0.70, -4.08, -2.63], [-1.86, -2.52, -5.47], [-2.92, -2.82, -5.51], [-1.25, -3.23, -6.03], [-1.78, -1.52, -5.89], [-0.05, -1.83, -3.76], [0.28, -1.98, -2.71], [-0.03, -0.77, -3.97], [0.71, -2.34, -4.38], [0.30, -0.61, 0.66], [2.23, -1.13, 1.34], [1.35, -1.20, 2.46], [0.36, -2.18, 2.17], [1.36, -0.57, 3.34], [0.62, -2.72, 0.88], [1.78, -2.05, 0.35], [2.21, -2.20, -0.64], [3.07, -0.45, 1.24], [-0.47, -2.43, 2.82], [0.02, -3.46, 0.36], [0.40, 2.10, 0.33], [1.40, 1.09, -0.17], [0.73, 0.38, -1.20], [2.47, 1.16, 0.00], [-0.68, 0.48, -0.94], [-0.84, 1.23, 0.25], [-1.75, 1.35, 0.82], [0.30, 2.89, -0.44], [1.20, -0.19, -1.99], [-1.46, -0.04, -1.47], [-4.23, -4.90, -1.71], [-4.30, -5.83, -2.86], [-5.68, -6.51, -2.91], [-3.48, -6.56, -2.78], [-4.12, -5.27, -3.80], [-6.41, -6.03, -1.63], [-5.55, -7.60, -2.94], [-6.22, -6.20, -3.82], [-5.48, -4.98, -1.00], [-6.59, -6.86, -0.96], [-7.38, -5.59, -1.89], [-5.25, -5.23, 0.05], [-5.96, -3.99, -1.00], [3.08, 4.37, 0.91], [1.90, 3.76, 2.22], [2.75, 2.63, 3.43], [1.06, 5.21, 3.02], [0.66, 2.79, 1.60], [3.66, 5.21, 1.32], [2.57, 4.73, 0.01], [3.79, 3.60, 0.61], [3.50, 3.18, 4.01], [2.02, 2.20, 4.12], [3.26, 1.81, 2.91], [0.57, 5.85, 2.29], [0.29, 4.88, 3.74], [1.78, 5.82, 3.57]], "multiplicity": 5, "charge": 1, "lumo_ev": [-2.1, -5.7], "homo_energy_ev": [-8.544, -11.487], "e_above_lowest_kj_mol": 0.00, "orbital_gap_ha": [0.2356, 0.2122]}

=====

{"formula": "C22H38AsBeN2O2SSb", "method": "ωB97M-V with the def2-TZVPD basis set", "species": ["Be", "S", "C", "C", "C", "N", "C", "C", "C", "C", "C", "N", "C", "C", "H", "H", "H", "H", "H", "H", "H", "H", "C", "C", "Sb", "C", "C", "C", "C", "H", "H", "H", "H", "H", "H", "H", "H", "H", "H", "H", "H", "H", "H", "H", "C", "O", "C", "C", "H", "H", "H", "H", "H", "H", "C", "As", "C", "C", "O", "H", "H", "H", "H", "H", "H", "H", "H", "H"], "coordinates": [[1.55, 9.61, 12.39], [0.56, 15.14, 9.76], [0.66, 13.51, 10.42], [0.61, 13.34, 11.83], [0.76, 12.12, 12.34], [1.10, 11.01, 11.61], [1.18, 11.22, 10.27], [0.90, 12.38, 9.61], [2.17, 15.67, 10.18], [3.30, 14.92, 9.83], [4.57, 15.42, 10.08], [4.85, 16.56, 10.69], [3.77, 17.28, 11.09], [2.44, 16.88, 10.80], [0.38, 14.20, 12.44], [0.64, 12.01, 13.41], [1.36, 10.31, 9.69], [0.92, 12.40, 8.52], [3.24, 13.95, 9.36], [5.37, 14.74, 9.80], [3.95, 18.19, 11.69], [1.60, 17.54, 10.93], [7.42, 14.69, 12.62], [7.24, 13.46, 11.73], [5.30, 12.48, 11.75], [4.36, 13.29, 13.53], [4.23, 12.31, 14.71], [6.05, 10.60, 12.58], [7.44, 10.45, 13.17], [8.38, 15.11, 12.63], [7.20, 14.51, 13.70], [6.70, 15.43, 12.31], [8.00, 12.74, 12.00], [7.45, 13.65, 10.68], [3.41, 13.65, 13.04], [4.89, 14.24, 13.76], [3.61, 11.47, 14.38], [3.80, 12.72, 15.57], [5.26, 11.95, 14.93], [5.93, 9.89, 11.73], [5.20, 10.42, 13.26], [8.15, 11.09, 12.60], [7.79, 9.41, 13.14], [7.48, 10.80, 14.20], [2.73, 5.89, 12.46], [2.07, 7.13, 12.77], [1.59, 7.99, 11.79], [1.09, 7.45, 10.45], [2.26, 5.18, 13.08], [3.81, 6.01, 12.67], [2.62, 5.54, 11.41], [1.82, 6.98, 9.75], [0.56, 8.25, 9.95], [0.33, 6.69, 10.65], [3.62, 8.88, 16.08], [1.85, 9.32, 15.39], [1.01, 10.48, 16.56], [0.71, 7.82, 15.38], [2.05, 10.02, 13.85], [4.37, 8.95, 15.34], [3.44, 7.85, 16.49], [3.76, 9.51, 16.96], [0.70, 9.89, 17.39], [0.12, 10.80, 16.12], [1.51, 11.40, 16.92], [0.71, 7.44, 14.37], [-0.25, 8.12, 15.69], [1.11, 7.05, 15.99]], "lumo_ev": [0.0, 0.0], "homo_energy_ev": [-4.499, -6.310], "e_above_lowest_kj_mol": 25.63, "orbital_gap_ha": [0.1645, 0.2312]}